{
  "formula": "C33H53NO5Si",
  "method": "ωB97M-V/def2-TZVPD",
  "symbols": ["C", "C", "C", "C", "C", "C", "C", "C", "C", "C", "C", "C", "C", "C", "C", "C", "C", "C", "C", "O", "C", "C", "C", "C", "O", "Si", "C", "C", "C", "C", "O", "H", "H", "H", "H", "H", "H", "H", "H", "H", "H", "H", "H", "H", "H", "H", "H", "H", "H", "H", "H", "H", "H", "H", "H", "H", "H", "H", "H", "H", "H", "H", "H", "H", "H", "H", "H", "H", "H", "H", "H", "H", "H", "H", "H", "H", "H", "H", "H", "O", "N", "O", "C", "C", "C", "C", "C", "C", "H", "H", "H", "H", "H"],
  "coordinates": [[-5.39, -2.86, 4.03], [-5.26, -1.45, 3.45], [-5.36, -1.34, 1.93], [-4.64, -2.40, 1.10], [-4.02, -1.82, -0.18], [-2.71, -1.04, 0.00], [-1.50, -1.88, 0.43], [-0.93, -2.70, -0.73], [0.51, -3.19, -0.54], [0.64, -4.51, 0.20], [2.09, -4.99, 0.36], [2.35, -5.77, 1.64], [2.32, -4.83, 2.87], [3.66, -4.68, 3.61], [4.13, -3.23, 3.85], [3.92, -2.30, 2.64], [2.79, -1.32, 2.75], [1.70, -1.48, 3.50], [0.61, -0.50, 3.51], [-0.48, -0.76, 4.00], [0.87, 0.79, 2.87], [1.93, 1.00, 2.08], [2.18, 2.31, 1.39], [2.50, 2.25, -0.12], [1.70, 3.17, -0.85], [0.15, 2.74, -1.28], [-1.08, 2.93, 0.13], [0.09, 0.96, -1.86], [-0.33, 3.86, -2.68], [2.91, -0.12, 1.89], [3.78, -0.04, 1.04], [-4.85, -2.93, 4.97], [-6.43, -3.10, 4.25], [-4.98, -3.62, 3.38], [-6.07, -0.85, 3.88], [-4.34, -0.99, 3.78], [-6.41, -1.31, 1.64], [-4.96, -0.36, 1.65], [-3.89, -2.93, 1.69], [-5.36, -3.16, 0.79], [-3.84, -2.62, -0.90], [-4.76, -1.14, -0.60], [-2.46, -0.63, -0.99], [-2.85, -0.18, 0.65], [-1.78, -2.56, 1.24], [-0.73, -1.23, 0.85], [-1.56, -3.59, -0.83], [-1.01, -2.13, -1.65], [1.07, -2.44, 0.03], [1.00, -3.28, -1.51], [0.16, -4.41, 1.18], [0.08, -5.28, -0.34], [2.35, -5.59, -0.51], [2.75, -4.12, 0.34], [1.60, -6.55, 1.75], [3.33, -6.24, 1.57], [1.56, -5.18, 3.57], [1.97, -3.87, 2.52], [3.59, -5.17, 4.58], [4.44, -5.21, 3.07], [5.20, -3.26, 4.06], [3.67, -2.81, 4.74], [4.82, -1.72, 2.43], [3.76, -2.92, 1.76], [1.55, -2.35, 4.14], [0.12, 1.56, 3.03], [1.26, 2.89, 1.48], [2.95, 2.86, 1.93], [3.55, 2.51, -0.29], [2.38, 1.24, -0.49], [-1.36, 1.96, 0.53], [-1.98, 3.40, -0.27], [-0.73, 3.55, 0.96], [-0.85, 0.77, -2.37], [0.20, 0.27, -1.02], [0.92, 0.77, -2.54], [-1.40, 3.79, -2.85], [-0.07, 4.90, -2.49], [0.15, 3.53, -3.60], [-2.07, 5.95, -6.78], [-0.97, 5.70, -6.34], [-0.65, 4.64, -5.84], [0.06, 6.75, -6.41], [-0.27, 7.97, -6.96], [0.70, 8.96, -7.01], [1.97, 8.71, -6.52], [2.28, 7.47, -5.97], [1.32, 6.47, -5.91], [-1.27, 8.14, -7.34], [0.46, 9.92, -7.44], [2.73, 9.48, -6.56], [3.28, 7.28, -5.59], [1.54, 5.51, -5.49]],
  "mulliken_charge": [-1.1447, -0.4807, -0.6161, -0.5505, -1.3903, -0.1638, 0.6403, -1.0763, -0.1108, -0.4734, -0.8737, -1.1307, 0.6750, -1.0445, -1.0957, -0.4210, 0.9769, -0.0641, -0.5466, -0.6332, -0.3823, 0.7184, -1.1938, -0.4669, -0.5440, 0.5760, -0.9056, -0.7364, -1.1547, 0.3134, -0.6937, 0.3155, 0.3316, 0.3394, 0.3351, 0.2544, 0.4099, 0.3024, 0.2752, 0.3703, 0.4535, 0.4462, 0.0549, 0.2847, 0.4533, -0.7153, 0.3938, 0.5042, -0.2731, 0.3738, 0.1314, 0.4484, 0.5564, 0.3069, 0.3499, 0.3949, 0.5838, -0.7184, 0.3286, 0.4178, 0.3490, 0.4560, 0.6298, 0.0425, 0.4039, 0.4582, 0.3447, 0.4067, 0.3365, 0.3128, 0.0465, 0.4124, 0.4362, 0.4575, -0.1738, 0.4363, 0.3620, 0.3641, 0.1981, -0.6116, 1.0090, -0.5817, 0.1826, -0.4434, -0.3783, -0.4440, -0.4532, -0.3011, 0.4520, 0.3679, 0.3766, 0.3743, 0.4554],
  "lumo_ev": -1.4,
  "homo_ev": -9.8,
  "homo_lumo_gap_ev": 8.46
}

{
  "formula": "C33H54AuBFO5SSi",
  "method": "ωB97M-V/def2-TZVPD",
  "symbols": ["Au", "F", "C", "C", "C", "C", "C", "C", "C", "H", "H", "H", "H", "H", "H", "C", "C", "C", "C", "C", "C", "C", "C", "O", "B", "O", "C", "C", "H", "H", "H", "H", "H", "H", "H", "H", "H", "H", "H", "H", "C", "C", "C", "C", "O", "Si", "S", "O", "C", "C", "C", "C", "O", "C", "C", "C", "C", "H", "H", "H", "H", "H", "H", "H", "H", "H", "H", "H", "H", "H", "H", "H", "H", "H", "H", "H", "H", "H", "H", "H", "H", "H", "H", "H", "C", "C", "C", "C", "H", "H", "H", "H", "H", "H", "H", "H", "H"],
  "coordinates": [[0.24, 0.52, -0.17], [4.46, -2.35, 3.95], [3.37, -1.74, 3.45], [3.19, -0.39, 3.70], [2.08, 0.23, 3.17], [1.15, -0.48, 2.41], [-0.06, 0.17, 1.88], [1.36, -1.85, 2.18], [2.48, -2.48, 2.70], [3.93, 0.14, 4.29], [1.92, 1.29, 3.34], [-0.31, 1.10, 2.37], [-0.91, -0.51, 1.81], [0.65, -2.38, 1.57], [2.66, -3.53, 2.52], [-7.70, 3.01, 2.87], [-7.26, 2.94, 1.40], [-7.90, 1.69, 0.78], [-7.79, 4.17, 0.65], [-5.74, 2.90, 1.32], [-4.99, 3.94, 1.90], [-3.60, 3.98, 1.87], [-2.96, 2.95, 1.23], [-1.62, 2.71, 1.06], [-1.53, 1.51, 0.33], [-2.82, 1.02, 0.09], [-3.68, 1.92, 0.64], [-5.06, 1.87, 0.67], [-8.80, 3.03, 2.93], [-7.33, 3.92, 3.36], [-7.34, 2.15, 3.43], [-8.98, 1.74, 0.89], [-7.56, 0.78, 1.28], [-7.67, 1.60, -0.28], [-8.88, 4.20, 0.69], [-7.49, 4.13, -0.40], [-7.40, 5.09, 1.08], [-5.52, 4.75, 2.40], [-3.05, 4.79, 2.33], [-5.57, 1.04, 0.21], [-4.33, -1.84, 1.71], [-4.87, -2.60, 0.51], [-4.99, -1.68, -0.70], [-6.24, -3.21, 0.84], [-4.02, -3.71, 0.22], [-2.62, -3.76, -0.66], [-1.30, -2.24, -0.30], [-3.17, -3.88, -2.21], [-2.47, -3.72, -3.44], [-2.38, -2.23, -3.78], [-1.09, -4.35, -3.37], [-3.32, -4.44, -4.49], [-2.06, -5.29, -0.35], [-1.29, -5.77, 0.74], [0.19, -5.52, 0.46], [-1.71, -5.11, 2.05], [-1.57, -7.27, 0.81], [-5.02, -1.05, 2.01], [-3.36, -1.41, 1.47], [-4.21, -2.52, 2.56], [-5.79, -0.95, -0.53], [-5.23, -2.26, -1.59], [-4.06, -1.14, -0.87], [-6.95, -2.43, 1.10], [-6.14, -3.90, 1.68], [-6.61, -3.76, -0.02], [-1.81, -1.72, -3.01], [-3.38, -1.80, -3.83], [-1.89, -2.09, -4.75], [-0.46, -3.82, -2.65], [-0.60, -4.32, -4.35], [-1.17, -5.39, -3.05], [-4.33, -4.04, -4.49], [-3.37, -5.51, -4.26], [-2.89, -4.32, -5.49], [0.36, -4.46, 0.31], [0.49, -6.05, -0.45], [0.80, -5.88, 1.29], [-1.48, -4.04, 2.04], [-1.19, -5.58, 2.89], [-2.79, -5.22, 2.20], [-1.32, -7.74, -0.15], [-2.63, -7.44, 1.01], [-0.98, -7.75, 1.60], [3.74, 1.29, -0.75], [3.37, -0.13, -0.33], [4.45, -1.11, -0.79], [1.99, -0.51, -0.84], [4.72, 1.59, -0.35], [2.99, 2.01, -0.40], [3.79, 1.36, -1.84], [3.36, -0.15, 0.77], [4.53, -1.10, -1.88], [4.20, -2.13, -0.49], [5.43, -0.86, -0.38], [1.81, -1.58, -0.69], [2.00, -0.38, -1.94]],
  "mulliken_charge": [0.3693, -0.3681, 0.5219, -0.7355, -0.4751, -0.8078, -0.4075, 0.5531, -0.7070, 0.4262, 0.3909, 0.5860, 0.1031, 0.1794, 0.5104, -1.7090, 2.0828, -2.0356, -1.6904, 0.2340, -0.2911, -1.9183, 1.0430, -0.5754, 0.6597, -0.3060, 0.4389, -0.4392, 0.4561, 0.3132, 0.3793, 0.4730, 0.4113, 0.3702, 0.4368, 0.3756, 0.3385, 0.3621, 0.4300, 0.3212, -0.9430, 1.8002, -1.2954, -1.9141, -0.4111, -0.4223, 0.5645, -0.5921, 1.9797, -1.4492, -1.4379, -1.8979, -0.6248, 1.8936, -1.2876, -1.4440, -1.9294, 0.3706, -0.3067, 0.4025, 0.3264, 0.4244, 0.1422, 0.2997, 0.3819, 0.4298, 0.1194, 0.3102, 0.4803, 0.1715, 0.5172, 0.2822, 0.3649, 0.3898, 0.4037, -0.0526, 0.3449, 0.4565, 0.1351, 0.5603, 0.2646, 0.3750, 0.4001, 0.3942, -1.6968, 2.3852, -1.7247, -1.5087, 0.4184, 0.3113, 0.3507, -0.7505, 0.3597, 0.3402, 0.4187, 0.1436, 0.6755],
  "charge": -1,
  "lumo_ev": 1.5,
  "homo_ev": -4.6,
  "homo_lumo_gap_ev": 6.12
}

{
  "formula": "C33H54Cl22F7NO4",
  "method": "ωB97M-V/def2-TZVPD",
  "symbols": ["C", "C", "F", "C", "C", "O", "C", "F", "F", "C", "F", "F", "C", "F", "F", "C", "O", "O", "C", "N", "C", "O", "C", "H", "H", "H", "H", "H", "H", "H", "H", "H", "H", "Cl", "C", "C", "Cl", "H", "H", "H", "H", "Cl", "C", "C", "Cl", "H", "H", "H", "H", "Cl", "C", "C", "Cl", "H", "H", "H", "H", "Cl", "C", "C", "Cl", "H", "H", "H", "H", "Cl", "C", "C", "Cl", "H", "H", "H", "H", "Cl", "C", "C", "Cl", "H", "H", "H", "H", "Cl", "C", "C", "Cl", "H", "H", "H", "H", "Cl", "C", "C", "Cl", "H", "H", "H", "H", "Cl", "C", "C", "Cl", "H", "H", "H", "H", "Cl", "C", "C", "Cl", "H", "H", "H", "H", "Cl", "C", "C", "Cl", "H", "H", "H", "H"],
  "coordinates": [[0.55, -2.34, 5.08], [1.17, -3.76, 4.93], [0.33, -4.47, 4.06], [2.66, -3.78, 4.48], [3.54, -4.09, 5.73], [3.75, -5.24, 5.99], [4.14, -3.02, 6.72], [4.85, -3.73, 7.62], [3.18, -2.41, 7.45], [5.16, -1.99, 6.10], [6.14, -1.84, 7.05], [5.74, -2.57, 5.02], [4.62, -0.54, 5.81], [4.89, 0.21, 6.88], [3.33, -0.51, 5.43], [5.45, 0.08, 4.60], [6.64, 0.13, 4.60], [4.81, 0.62, 3.52], [2.84, -5.11, 3.63], [2.45, -4.81, 2.21], [2.35, -3.41, 2.16], [1.77, -2.69, 1.39], [3.14, -2.78, 3.40], [0.33, -2.15, 6.15], [-0.44, -2.35, 4.57], [1.14, -1.53, 4.62], [1.10, -4.30, 5.90], [4.04, 0.08, 3.27], [2.25, -5.97, 3.99], [3.88, -5.45, 3.51], [1.61, -5.30, 1.94], [4.19, -2.88, 3.06], [2.75, -1.75, 3.38], [1.87, 0.17, 2.15], [1.92, 1.03, 0.59], [0.56, 1.56, 0.20], [-0.57, 0.24, -0.19], [2.32, 0.34, -0.16], [2.62, 1.86, 0.70], [0.65, 2.18, -0.69], [0.12, 2.16, 0.99], [-5.17, -1.28, -0.70], [-3.95, -0.18, -1.39], [-4.08, -0.05, -2.89], [-3.64, -1.56, -3.74], [-2.97, -0.55, -1.11], [-4.10, 0.79, -0.92], [-3.40, 0.72, -3.25], [-5.09, 0.22, -3.19], [-5.13, 2.98, -6.60], [-5.91, 1.38, -6.53], [-7.24, 1.41, -5.82], [-7.05, 1.73, -4.08], [-5.22, 0.69, -6.05], [-6.05, 1.05, -7.56], [-7.73, 0.44, -5.92], [-7.90, 2.17, -6.23], [9.18, -3.86, 5.97], [9.00, -2.09, 5.84], [10.31, -1.43, 5.49], [11.49, -1.52, 6.82], [8.61, -1.72, 6.78], [8.26, -1.91, 5.06], [10.14, -0.37, 5.29], [10.76, -1.87, 4.61], [-5.97, -0.73, -9.06], [-4.68, -1.88, -9.49], [-3.52, -1.81, -8.53], [-2.63, -0.28, -8.66], [-4.37, -1.67, -10.51], [-5.12, -2.88, -9.47], [-2.81, -2.61, -8.75], [-3.85, -1.92, -7.50], [-4.24, 5.00, -2.02], [-5.81, 5.67, -2.53], [-5.77, 6.17, -3.96], [-4.75, 7.62, -4.13], [-6.09, 6.46, -1.84], [-6.55, 4.87, -2.45], [-6.77, 6.45, -4.28], [-5.39, 5.41, -4.64], [0.98, 3.18, -6.83], [0.31, 2.93, -8.47], [-0.69, 3.99, -8.84], [-2.18, 3.87, -7.88], [-0.12, 1.94, -8.50], [1.16, 2.96, -9.16], [-0.98, 3.87, -9.89], [-0.29, 4.99, -8.71], [0.15, -5.18, -1.61], [0.73, -3.51, -1.83], [0.99, -3.18, -3.28], [2.38, -4.07, -3.94], [1.63, -3.39, -1.23], [-0.04, -2.85, -1.43], [1.21, -2.12, -3.38], [0.12, -3.41, -3.90], [-2.01, -0.29, 7.30], [-3.62, -0.56, 6.56], [-3.77, -1.98, 6.05], [-2.73, -2.29, 4.64], [-3.75, 0.16, 5.76], [-4.36, -0.36, 7.33], [-4.80, -2.14, 5.73], [-3.54, -2.71, 6.82], [-5.80, 1.37, 5.37], [-5.15, 3.01, 5.14], [-4.83, 3.29, 3.69], [-3.44, 2.33, 3.12], [-4.27, 3.12, 5.77], [-5.91, 3.71, 5.49], [-4.56, 4.34, 3.57], [-5.68, 3.08, 3.04], [3.05, 3.59, -3.19], [4.33, 4.67, -3.78], [4.30, 4.82, -5.29], [4.76, 3.31, -6.12], [5.29, 4.28, -3.44], [4.17, 5.64, -3.32], [5.01, 5.58, -5.60], [3.31, 5.11, -5.64]],
  "mulliken_charge": [-0.1402, -0.0952, -0.4342, 2.0468, -0.8328, -0.5033, 0.7154, -0.3168, -0.3001, 0.8433, -0.3319, -0.2651, 0.7352, -0.2891, -0.1244, 0.3203, -0.4770, -0.4561, -1.4490, -0.1945, -0.1713, -0.4398, 1.3049, 0.4400, -0.4817, -0.1127, 0.6509, 0.2854, 0.2906, 0.3975, 0.3861, 0.6084, -1.6013, -0.1256, -0.6053, -0.5328, -0.1185, 0.2941, 0.4023, 0.2625, 0.3583, -0.2164, 0.0786, -0.1730, -0.2099, -0.1643, 0.3329, 0.3388, 0.0098, -0.1599, 0.0654, -0.5127, -0.1779, 0.1170, -0.0818, 0.3346, 0.3968, -0.1998, -0.0309, -0.4626, -0.2005, 0.2706, -0.0340, 0.3036, 0.3559, -0.1775, -0.4074, -0.5257, -0.1203, 0.3333, 0.3126, 0.3515, 0.2541, -0.1819, -0.4264, -0.1333, -0.1969, 0.3554, 0.2552, 0.3023, 0.0348, -0.1552, -0.2897, -0.5580, -0.0739, 0.1530, 0.2940, 0.2883, 0.3495, -0.2167, -0.0406, -0.3608, -0.2065, 0.1897, 0.0573, 0.2684, 0.3097, -0.1940, -0.0520, -0.4769, -0.1659, -0.1502, 0.3851, 0.3272, 0.3292, -0.1839, -0.4910, -0.4401, -0.1452, 0.3028, 0.3800, 0.2968, 0.3070, -0.1296, -0.4980, -0.3866, -0.1704, 0.3174, 0.2913, 0.3208, 0.2644],
  "lumo_ev": 0.0,
  "homo_ev": -9.8,
  "homo_lumo_gap_ev": 9.83
}